Version i
DFT (wB97M-V/def2-TZVPD) results for 2 unconnected molecules or ions with the total composition C2H8N2O2.

The geometry in ORCA input format:
```
! RIJCOSX wB97M-V def2-TZVPD def2/J DEFGRID3
* xyz 0 1
C 0.58 -0.34 -1.71
C 2.05 -0.75 -1.53
H -3.27 0.68 2.57
H -0.01 -1.19 -2.04
H 0.25 0.03 -0.76
H 0.45 0.44 -2.47
H 2.10 -1.72 -1.02
H 2.57 -0.88 -2.49
H 2.84 1.10 -1.15
H 2.48 0.22 0.20
N -1.74 -0.03 1.75
N 2.85 0.17 -0.73
O -2.79 0.79 1.73
O -1.09 0.07 0.71
*
```

As for the SMILES: O=NO.CCN. Its LUMO energy is -0.2 eV. The gap between HOMO and LUMO is 8.70 eV.

Atomic partial charges in e from the Mulliken method, atoms 1 to 4: number 1, C, carries -0.839; number 2, C, carries -0.377; number 3, H, carries 0.421; number 4, H, carries 0.294

Version ii
DFT (wB97M-V/def2-TZVPD) results for 2 unconnected molecules or ions with the total composition C2H8N2O2.

The geometry in ORCA input format:
```
! RIJCOSX wB97M-V def2-TZVPD def2/J DEFGRID3
* xyz 0 1
N -3.19 -0.91 -0.97
C -1.73 -0.54 -1.40
O -0.96 -1.61 -1.36
H -3.68 -0.98 -1.84
H -3.39 -1.59 -0.37
H -1.71 -0.03 -2.40
H -1.55 0.19 -0.53
H -0.26 -1.36 -0.66
C 1.84 1.26 0.94
N 3.03 1.61 1.65
O 1.24 0.26 1.33
H 1.69 2.02 0.26
H 3.32 1.13 2.42
H 3.78 2.16 1.29
*
```

As for the SMILES: NC=O.NCO. Its LUMO energy is 0.8 eV. The gap between HOMO and LUMO is 9.58 eV.

Atomic partial charges in e from the Mulliken method, atoms 1 to 4: number 1, N, carries -0.545; number 2, C, carries -0.194; number 3, O, carries -0.524; number 4, H, carries 0.198

Version iii
DFT (wB97M-V/def2-TZVPD) results for 2 unconnected molecules or ions with the total composition C2H8N2O2.

The geometry in ORCA input format:
```
! RIJCOSX wB97M-V def2-TZVPD def2/J DEFGRID3
* xyz 0 1
N 1.09 0.07 -0.57
C 0.76 1.03 0.51
C -0.13 0.25 1.65
N -0.72 1.13 2.63
O -0.28 -0.95 1.62
H 1.01 -0.86 -0.23
H 0.45 0.33 -1.39
H -0.03 1.78 0.19
H 1.76 1.40 0.89
H -0.47 2.15 2.82
H -0.87 0.70 3.52
H -0.77 -3.03 -4.31
H -0.68 -1.60 -3.75
O -1.10 -2.39 -3.59
*
```

As for the SMILES: NCC(N)=O.O. Its LUMO energy is 0.8 eV. The gap between HOMO and LUMO is 10.10 eV.

Atomic partial charges in e from the Mulliken method, atoms 1 to 4: number 1, N, carries -0.576; number 2, C, carries -0.473; number 3, C, carries 0.574; number 4, N, carries -0.467

It is version iii that is most stable; the runner-up trails by 0.0348 hartree.

Version i
DFT (wB97M-V/def2-TZVPD) results for 2 unconnected molecules or ions with the total composition C2H8N2O2.

The geometry in ORCA input format:
```
! RIJCOSX wB97M-V def2-TZVPD def2/J DEFGRID3
* xyz 0 1
C -2.95 -0.03 0.34
C 1.26 0.36 -0.30
N 3.28 -0.79 0.30
N 2.44 0.22 0.26
O 0.61 -0.64 -0.94
O 0.60 1.54 -0.15
H -2.25 -0.13 -0.48
H -2.93 0.98 0.73
H -2.68 -0.73 1.12
H 2.85 -1.64 -0.08
H -3.94 -0.25 -0.01
H 2.81 1.06 0.70
H 1.24 -1.31 -1.23
H -0.34 1.37 -0.26
*
```

Its LUMO energy is 0.4 eV. The gap between HOMO and LUMO is 7.42 eV.

Atomic partial charges in e from the Mulliken method, atoms 1 to 4: number 1, C, carries -0.920; number 2, C, carries 0.732; number 3, N, carries -1.052; number 4, N, carries 0.324

Version ii
DFT (wB97M-V/def2-TZVPD) results for 2 unconnected molecules or ions with the total composition C2H8N2O2.

The geometry in ORCA input format:
```
! RIJCOSX wB97M-V def2-TZVPD def2/J DEFGRID3
* xyz 0 1
C 0.07 -0.82 -0.83
C 1.03 -0.62 0.14
N -2.14 1.50 0.62
N 2.20 0.09 -0.21
O -0.73 1.32 0.53
O -0.91 -1.74 -0.74
H -0.71 -2.36 -0.02
H -0.07 -0.14 -1.66
H -2.56 0.64 0.27
H -2.34 2.21 -0.09
H 2.08 1.09 -0.11
H 3.03 -0.21 0.29
H 1.22 -1.45 0.82
H -0.15 0.49 1.01
*
```

As for the SMILES: N/C=C/O.NO. Its LUMO energy is 0.7 eV. The gap between HOMO and LUMO is 8.62 eV.

Atomic partial charges in e from the Mulliken method, atoms 1 to 4: number 1, C, carries 0.081; number 2, C, carries -0.619; number 3, N, carries -0.441; number 4, N, carries -0.549

Version iii
DFT (wB97M-V/def2-TZVPD) results for 2 unconnected molecules or ions with the total composition C2H8N2O2.

The geometry in ORCA input format:
```
! RIJCOSX wB97M-V def2-TZVPD def2/J DEFGRID3
* xyz 0 1
N 1.65 0.70 -1.46
C 0.93 1.23 -0.36
O 1.06 0.36 0.79
H 1.31 -0.19 -1.80
H 1.79 1.37 -2.20
H -0.16 1.28 -0.49
H 1.26 2.25 -0.16
H 1.30 0.95 1.51
C -1.85 -1.69 0.25
N -1.44 -0.91 1.33
O -1.74 -1.40 -0.91
H -2.10 -2.71 0.60
H -1.39 0.08 1.15
H -0.63 -1.32 1.76
*
```

As for the SMILES: NC=O.NCO. Its LUMO energy is 0.8 eV. The gap between HOMO and LUMO is 10.22 eV.

Atomic partial charges in e from the Mulliken method, atoms 1 to 4: number 1, N, carries -0.541; number 2, C, carries -0.202; number 3, O, carries -0.511; number 4, H, carries 0.212

It is version iii that is most stable; the runner-up trails by 0.0749 hartree.

Version i
DFT (wB97M-V/def2-TZVPD) results for 2 unconnected molecules or ions with the total composition C2H8N2O2.

The geometry in ORCA input format:
```
! RIJCOSX wB97M-V def2-TZVPD def2/J DEFGRID3
* xyz 0 1
C 1.65 0.43 0.47
C -1.47 1.82 0.88
N 0.47 0.82 0.13
N -0.05 -2.47 -1.62
O 0.49 -1.51 -0.75
O -0.40 0.96 1.21
H 0.05 -0.43 -0.72
H 0.73 -2.89 -2.14
H -0.45 -3.21 -1.05
H 1.87 0.05 1.46
H 2.38 0.33 -0.31
H -2.00 1.48 -0.02
H -1.11 2.85 0.73
H -2.15 1.79 1.73
*
```

As for the SMILES: C=NOC.NO. Its LUMO energy is 0.8 eV. The gap between HOMO and LUMO is 9.53 eV.

Atomic partial charges in e from the Mulliken method, atoms 1 to 4: number 1, C, carries -0.176; number 2, C, carries -0.505; number 3, N, carries -0.497; number 4, N, carries -0.486

Version ii
DFT (wB97M-V/def2-TZVPD) results for 2 unconnected molecules or ions with the total composition C2H8N2O2.

The geometry in ORCA input format:
```
! RIJCOSX wB97M-V def2-TZVPD def2/J DEFGRID3
* xyz 0 1
O 1.05 -1.26 -0.14
C 0.65 -0.81 -1.25
N -0.46 -0.13 -1.47
C -1.56 -0.40 -0.47
N -2.48 0.67 -0.10
H 1.44 -0.54 -2.03
H -0.41 0.64 -2.09
H -1.31 -0.82 0.52
H -2.19 -1.17 -0.91
H -1.86 1.35 0.49
H -2.75 1.14 -0.92
H 2.93 0.76 2.17
H 3.25 0.03 3.47
O 3.70 0.54 2.73
*
```

As for the SMILES: NCNC=O.O. Its LUMO energy is 0.6 eV. The gap between HOMO and LUMO is 10.42 eV.

Atomic partial charges in e from the Mulliken method, atoms 1 to 4: number 1, O, carries -0.566; number 2, C, carries 0.025; number 3, N, carries -0.139; number 4, C, carries -0.499

It is version ii that is most stable; the runner-up trails by 0.1447 hartree.

Version i
DFT (wB97M-V/def2-TZVPD) results for 2 unconnected molecules or ions with the total composition C2H8N2O2.

The geometry in ORCA input format:
```
! RIJCOSX wB97M-V def2-TZVPD def2/J DEFGRID3
* xyz 0 1
N -2.33 1.56 -0.96
C -1.40 0.74 -1.81
C -0.76 -0.31 -0.93
N -1.60 -0.73 0.05
O 0.44 -0.74 -1.18
H -2.61 2.37 -1.42
H -1.93 1.94 -0.03
H -0.54 1.32 -2.02
H -1.96 0.34 -2.68
H -2.38 -0.22 0.35
H -1.46 -1.59 0.53
H 5.30 -0.82 3.15
H 6.03 -2.16 3.48
O 5.19 -1.70 3.48
*
```

As for the SMILES: NCC(N)=O.O. Its LUMO energy is 0.9 eV. The gap between HOMO and LUMO is 10.66 eV.

Atomic partial charges in e from the Mulliken method, atoms 1 to 4: number 1, N, carries -0.682; number 2, C, carries -0.182; number 3, C, carries 0.386; number 4, N, carries -0.291

Version ii
DFT (wB97M-V/def2-TZVPD) results for 2 unconnected molecules or ions with the total composition C2H8N2O2.

The geometry in ORCA input format:
```
! RIJCOSX wB97M-V def2-TZVPD def2/J DEFGRID3
* xyz 0 1
C 1.18 -0.26 -0.36
C 1.35 0.77 0.73
N -1.85 -0.36 -0.98
N -1.52 -1.18 -0.02
O -1.37 0.81 -0.96
O -1.71 -0.59 1.20
H -1.50 0.36 1.07
H -1.94 -0.84 -1.88
H 0.09 -0.92 -0.17
H 1.90 -1.07 -0.28
H 1.22 0.17 -1.36
H 2.36 1.18 0.73
H 1.14 0.34 1.71
H 0.65 1.60 0.58
*
```

As for the SMILES: [O-]/[NH+]=N\O.CC. Its LUMO energy (alpha / beta) is -0.6 / -0.6 eV. The gap between HOMO and LUMO (alpha / beta) is 8.75 / 8.97 eV.

Atomic partial charges in e from the Mulliken method, atoms 1 to 4: number 1, C, carries -0.496; number 2, C, carries -0.931; number 3, N, carries 0.349; number 4, N, carries -0.303

Version iii
DFT (wB97M-V/def2-TZVPD) results for 2 unconnected molecules or ions with the total composition C2H8N2O2.

The geometry in ORCA input format:
```
! RIJCOSX wB97M-V def2-TZVPD def2/J DEFGRID3
* xyz 0 1
C 1.32 0.57 -1.56
N 0.73 0.19 -0.26
C -0.13 -0.92 -0.34
N -0.58 -1.37 0.87
O -0.56 -1.37 -1.39
H 2.15 -0.09 -1.80
H 0.50 0.58 -2.27
H 1.70 1.58 -1.49
H 1.44 0.04 0.45
H -0.28 -0.93 1.72
H -1.36 -1.99 0.89
H -0.21 1.65 2.02
H -0.64 3.07 2.15
O -1.02 2.18 2.13
*
```

As for the SMILES: CNC(N)=O.O. Its LUMO energy is 0.5 eV. The gap between HOMO and LUMO is 10.35 eV.

Atomic partial charges in e from the Mulliken method, atoms 1 to 4: number 1, C, carries -0.841; number 2, N, carries -0.268; number 3, C, carries 0.510; number 4, N, carries -0.361

Version iv
DFT (wB97M-V/def2-TZVPD) results for 2 unconnected molecules or ions with the total composition C2H8N2O2.

The geometry in ORCA input format:
```
! RIJCOSX wB97M-V def2-TZVPD def2/J DEFGRID3
* xyz 0 1
N 0.08 0.90 -0.27
C 0.06 0.87 -1.85
N -1.23 1.03 -2.38
H 1.01 0.77 0.07
H -0.26 1.78 0.11
H 0.96 1.42 -1.95
H 0.41 -0.15 -2.20
H -1.48 0.57 -3.22
H -1.99 1.20 -1.67
O 1.57 -0.92 1.36
C 0.52 -1.29 1.80
O -0.76 -0.83 1.70
H 0.45 -2.38 2.41
H -0.90 -0.24 0.82
*
```

As for the SMILES: O=CO.NCN. Its LUMO energy is 0.8 eV. The gap between HOMO and LUMO is 9.85 eV.

Atomic partial charges in e from the Mulliken method, atoms 1 to 4: number 1, N, carries -0.691; number 2, C, carries -0.307; number 3, N, carries -0.457; number 4, H, carries 0.286

It is version iii that is most stable; the runner-up trails by 0.0341 hartree.

Version i
DFT (wB97M-V/def2-TZVPD) results for a molecular structure, C2H8N2O2.

The geometry in ORCA input format:
```
! RIJCOSX wB97M-V def2-TZVPD def2/J DEFGRID3
* xyz 0 1
C 1.91 -0.04 -0.50
N 1.19 0.61 0.57
N -0.15 -0.49 1.06
H 0.81 1.48 0.20
H -0.35 -0.20 2.02
H -0.27 -1.45 0.75
H 2.77 0.61 -0.74
H 2.28 -1.02 -0.19
H 1.32 -0.16 -1.41
C -1.65 0.26 0.09
O -2.16 -0.81 -0.65
O -1.17 1.25 -0.54
H -2.17 -0.54 -1.58
H -2.36 0.50 0.90
*
```

Its LUMO energy is 0.5 eV. The gap between HOMO and LUMO is 9.64 eV.

Atomic partial charges in e from the Mulliken method, atoms 1 to 4: number 1, C, carries -0.703; number 2, N, carries -0.314; number 3, N, carries -0.545; number 4, H, carries 0.329

Version ii
DFT (wB97M-V/def2-TZVPD) results for a single C2H8N2O2 molecule.

The geometry in ORCA input format:
```
! RIJCOSX wB97M-V def2-TZVPD def2/J DEFGRID3
* xyz 0 1
C -0.60 -0.30 -1.08
C 0.87 1.04 0.51
N -0.67 -0.67 1.29
N 0.19 -0.24 0.23
O -0.79 -1.67 -1.31
O 1.99 1.22 -0.30
H -1.61 0.18 -0.81
H 0.08 0.03 -1.87
H 0.27 1.88 0.29
H 1.20 1.01 1.57
H -0.90 -1.55 0.91
H -1.54 0.01 1.29
H -0.11 -2.24 -0.74
H 2.72 0.63 -0.26
*
```

As for the SMILES: NN(CO)CO. Its LUMO energy is 1.0 eV. The gap between HOMO and LUMO is 10.22 eV.

Atomic partial charges in e from the Mulliken method, atoms 1 to 4: number 1, C, carries -0.275; number 2, C, carries -0.316; number 3, N, carries -0.624; number 4, N, carries -0.114

It is version ii that is most stable; the runner-up trails by 0.0393 hartree.

Version i
DFT (wB97M-V/def2-TZVPD) results for a single C3H8O2S2 molecule.

The geometry in ORCA input format:
```
! RIJCOSX wB97M-V def2-TZVPD def2/J DEFGRID3
* xyz 0 1
C 1.12 -1.15 0.60
C 1.02 0.17 -0.24
C 0.00 1.18 0.35
O 0.53 -0.21 -1.51
O 0.57 1.91 1.34
S -1.62 1.03 -0.02
S -2.89 -1.07 0.23
H 1.77 -0.88 1.37
H 0.13 -1.42 0.98
H 1.41 -1.87 -0.23
H 2.01 0.55 -0.41
H 1.22 0.05 -2.20
H -0.12 2.40 1.79
H -1.56 0.36 -1.16
H -3.57 -1.05 -0.90
*
```

Its LUMO energy (alpha / beta) is 0.0 / 0.0 eV. The gap between HOMO and LUMO (alpha / beta) is 7.32 / 7.32 eV.

Atomic partial charges in e from the Mulliken method, atoms 1 to 4: number 1, C, carries -1.032; number 2, C, carries 0.112; number 3, C, carries 0.243; number 4, O, carries -0.571

Version ii
DFT (wB97M-V/def2-TZVPD) results for 2 unconnected molecules or ions with the total composition C3H8O2S2.

The geometry in ORCA input format:
```
! RIJCOSX wB97M-V def2-TZVPD def2/J DEFGRID3
* xyz 0 1
C -1.73 -0.99 -0.70
C -0.78 -0.08 1.42
C -1.71 -0.05 0.47
O 2.87 1.66 -0.67
O 0.71 1.01 -1.39
S 2.53 -1.21 -0.39
S 1.68 0.59 -0.48
H -2.75 -1.30 -0.88
H -1.63 -0.43 -1.63
H -0.99 -1.78 -0.40
H 3.74 1.38 -0.48
H 0.09 -0.57 1.20
H -0.78 0.44 2.42
H -2.55 0.47 0.64
H 1.30 0.86 0.87
*
```

As for the SMILES: O=[S@H](O)=S.C=CC. Its LUMO energy is 0.4 eV. The gap between HOMO and LUMO is 10.00 eV.

Atomic partial charges in e from the Mulliken method, atoms 1 to 4: number 1, C, carries -1.058; number 2, C, carries -1.152; number 3, C, carries 0.103; number 4, O, carries -0.474

It is version ii that is most stable; the runner-up trails by 0.0089 hartree.

Version i
DFT (wB97M-V/def2-TZVPD) results for 2 unconnected molecules or ions with the total composition C3H6NO3.

The geometry in ORCA input format:
```
! RIJCOSX wB97M-V def2-TZVPD def2/J DEFGRID3
* xyz 1 1
C -2.52 0.42 -0.11
C 1.22 -1.15 0.62
C 0.56 -0.37 -0.17
N 0.79 1.03 0.08
O -1.88 1.38 0.08
O -3.11 -0.54 -0.13
O -0.38 -0.57 -1.09
H 0.97 -2.17 0.70
H 2.07 -0.85 1.23
H 1.56 1.49 -0.43
H 1.04 1.08 1.07
H -0.10 1.60 -0.17
H -0.22 -1.36 -1.67
*
```

Its LUMO energy is -3.7 eV. The gap between HOMO and LUMO is 11.27 eV.

Atomic partial charges in e from the Mulliken method, atoms 1 to 4: number 1, C, carries 0.795; number 2, C, carries -0.934; number 3, C, carries 0.667; number 4, N, carries -0.293

Version ii
DFT (wB97M-V/def2-TZVPD) results for 2 unconnected molecules or ions with the total composition C3H6NO3.

The geometry in ORCA input format:
```
! RIJCOSX wB97M-V def2-TZVPD def2/J DEFGRID3
* xyz 1 1
C 1.89 -0.70 0.00
C 1.34 0.60 0.03
C 1.09 -1.75 -0.20
N -2.33 0.07 0.10
O 0.12 0.81 -0.04
O 2.16 1.60 0.01
O 0.29 -2.56 -0.38
H 2.94 -0.79 0.24
H -1.25 0.48 0.22
H -2.87 0.87 -0.11
H -2.35 -0.71 -0.53
H 1.66 2.36 -0.32
H -2.68 -0.29 0.96
*
```

Its LUMO energy is -3.6 eV. The gap between HOMO and LUMO is 10.51 eV.

Atomic partial charges in e from the Mulliken method, atoms 1 to 4: number 1, C, carries -0.769; number 2, C, carries 0.803; number 3, C, carries 0.681; number 4, N, carries -0.534

It is version ii that is most stable; the runner-up trails by 0.0140 hartree.